The following is a DFT calculation (ωB97M-V/def2-TZVPD) of an isolated molecule of C3H4Cl2.

Summary:
SMILES ... C=C(Cl)CCl
ΔE to the lowest compared entry with this formula, charge and spin ... 15.1 kJ/mol
Gap between HOMO and LUMO ... 10.7 eV
E_HOMO ... -0.364 Ha
Largest force on an atom ... 2.83 eV/Å
Calculated total energy ... -28220.0025 eV
2S+1 ... 1

Last column: Löwdin charge in e.
Atoms and positions in Å:
C 0.4815 -1.3488 -0.1307  -0.020
C 0.3495 -0.1285 0.3792  -0.869
Cl 1.4872 0.4503 1.5224  0.669
C -0.6714 0.8718 -0.0208  -0.658
Cl -0.0530 2.1916 -1.0536  0.543
H 1.3220 -2.0546 -0.0321  0.075
H -0.1946 -1.6208 -0.9582  0.074
H -1.5183 0.3752 -0.6032  0.094
H -1.2030 1.2637 0.8969  0.092

Cartesian forces, eV/Å:
C -0.2 -0.2 -1.5
C 0.6 -0.7 -0.5
Cl 0.4 0.3 0.6
C -2.7 -0.6 0.2
Cl 0.0 -0.1 0.4
H -0.5 0.7 0.7
H 0.1 0.1 0.6
H 1.4 0.5 0.6
H 0.9 0.1 -1.0